C19H36N3O3SSi | ωB97M-V/def2-TZVPD

Cartesian coordinates (Å):
C (1.6887, 0.6773, 3.9577)
Si (0.2349, 1.5085, 3.0362)
C (0.9184, 3.2070, 2.3815)
C (-0.1496, 0.4440, 1.4965)
O (-1.1347, 1.9009, 4.0213)
C (-2.1161, 0.8419, 4.0696)
C (-3.4713, 1.5177, 4.6840)
C (-4.4272, 1.8072, 3.4156)
C (-5.1963, 0.4676, 2.8891)
C (-6.2008, 1.1254, 1.7840)
N (-7.4370, 0.2711, 1.9106)
C (-7.2208, -0.8642, 1.3110)
S (-7.0417, -2.3319, 0.5588)
C (-6.2927, 2.6560, 2.2792)
O (-6.9360, 3.5462, 1.6712)
N (-5.5246, 2.8172, 3.5480)
H (1.9678, 1.2176, 4.9221)
H (2.6035, 0.7508, 3.2567)
H (1.5220, -0.4580, 4.1046)
H (1.3213, 3.7523, 3.3032)
H (-0.0174, 3.7843, 2.0394)
H (1.6858, 3.0532, 1.5532)
H (-1.0408, 0.9541, 0.9598)
H (-0.4802, -0.6160, 1.7581)
H (0.7022, 0.4267, 0.7241)
H (-2.4213, 0.4199, 3.0548)
H (-1.8575, -0.0195, 4.7761)
H (-3.9869, 0.8446, 5.4484)
H (-3.1795, 2.5496, 5.0988)
H (-3.8459, 2.1575, 2.4961)
H (-5.6981, 0.0463, 3.8230)
H (-4.4191, -0.2147, 2.3751)
H (-5.6821, 0.9771, 0.7704)
H (-6.0381, 2.4247, 4.3671)
C (4.4345, -2.9163, -2.6454)
C (2.9519, -2.7032, -3.0393)
C (2.8180, -2.7633, -4.5750)
C (3.3995, -1.5345, -5.2679)
C (2.7987, -0.2541, -4.6999)
C (2.8604, -0.1571, -3.1596)
N (2.4413, -1.4178, -2.4727)
O (1.0821, -1.4676, -2.5012)
C (4.2892, 0.2228, -2.7062)
C (2.0087, 1.0688, -2.7320)
C (2.2383, -3.9392, -2.4313)
H (4.7258, -3.9642, -2.7656)
H (5.1372, -2.3560, -3.2596)
H (4.6065, -2.6560, -1.5966)
H (1.7627, -2.8569, -4.8562)
H (3.3148, -3.6599, -4.9613)
H (4.4897, -1.5171, -5.1770)
H (3.1866, -1.5901, -6.3406)
H (3.3084, 0.6065, -5.1484)
H (1.7556, -0.1931, -5.0316)
H (4.3853, 0.1622, -1.6183)
H (4.5308, 1.2508, -2.9923)
H (5.0693, -0.3897, -3.1554)
H (0.9817, 1.0159, -3.1024)
H (2.4285, 1.9954, -3.1351)
H (1.9763, 1.1696, -1.6428)
H (2.3306, -3.9469, -1.3401)
H (2.6816, -4.8657, -2.8056)
H (1.1769, -3.9851, -2.6857)

Cartesian forces (eV/Å) of the 6 atoms listed first:
0.6 -0.7 -0.1
1.1 1.0 -0.5
-1.1 0.0 0.8
-1.2 0.0 -0.7
0.7 -2.0 -1.4
-2.1 0.3 1.4

Output
spin multiplicity: 2
molar mass: 414.7 Da
E_HOMO (alpha / beta): -0.3337 / -0.3448 Ha
LUMO energy (alpha / beta): -0.3 / -0.3 eV

Löwdin population analysis, charges in e, atoms 1 to 8: atom 1 (C): -0.2058, atom 2 (Si): 0.4530, atom 3 (C): -0.1926, atom 4 (C): -0.1979, atom 5 (O): -0.2478, atom 6 (C): -0.2597, atom 7 (C): -0.0914, atom 8 (C): -0.3431